# 1
Entry from the Open Molecules 2025 dataset: a structure of composition C34H30Cl2N5O3PS3V in a non-equilibrium geometry (wB97M-V/def2-TZVPD).

Properties
Multiplicity: 4
Expectation value of S²: 3.765
Total charge: 0
HOMO-LUMO gap (spin up / spin down), eV: 6.8 / 7.5
HOMO (spin up / spin down), eV: -6.61 / -7.47
Largest force on an atom, eV Å⁻¹: 2.55
Energy relative to the best compared isomer or geometry (same formula, charge and spin), kcal per mole: 22.04

Geometry as XYZ:
```
79
Properties=species:S:1:pos:R:3:forces:R:3
V -0.46073 0.33128 0.10456 -1.6860 -0.6927 0.8313
Cl -2.77095 -0.09517 0.52334 -1.3190 -0.1659 -0.2314
C -2.55925 -0.11411 2.23359 0.1061 -0.0801 1.2743
C -3.48171 0.51902 3.04137 -0.0694 0.0441 -0.1484
C -3.25423 0.59169 4.40695 0.1052 -0.0899 -0.0358
C -2.13177 -0.01046 4.94882 -0.0233 -0.0216 0.0055
C -1.23906 -0.67642 4.12891 -0.4348 0.2448 -0.3579
Cl 0.12986 -1.44277 4.82574 0.3048 -0.1748 0.4113
C -1.39456 -0.71091 2.73909 -0.2249 0.0443 -0.0314
S -0.19939 -1.37373 1.67583 0.3854 -1.0643 0.5469
H -4.35338 0.97255 2.59664 -0.1013 0.0802 -0.0298
H -3.93777 1.12083 5.04989 -0.1468 0.0430 0.0410
H -1.93387 0.04578 6.00659 0.0002 -0.0409 0.1502
N 0.77880 -0.25887 -2.52047 0.4534 -0.0619 -0.4877
P -0.53860 -0.98495 -1.74712 -0.2556 -1.1385 -1.8279
C -0.31911 -2.72968 -2.20993 -0.1494 0.2085 0.2440
C 0.02453 -3.03010 -3.52325 0.0040 -0.0174 0.1105
C 0.23548 -4.34192 -3.89590 0.0312 0.0206 -0.1675
C 0.06929 -5.35499 -2.96470 -0.0147 -0.1100 0.0505
C -0.30186 -5.05782 -1.66426 -0.0533 -0.1609 -0.0661
C -0.49346 -3.74316 -1.28014 -0.0146 0.1989 0.0126
C -1.91843 -0.53506 -2.83893 -0.0068 -0.0220 0.0931
C -2.00594 0.75879 -3.34372 -0.0201 -0.1300 0.0359
C -3.13786 1.14829 -4.03594 -0.0943 0.0162 -0.0333
C -4.18193 0.25487 -4.21882 -0.0194 0.0395 -0.0681
C -4.09434 -1.03379 -3.71862 -0.1302 -0.0056 0.0458
C -2.97071 -1.42874 -3.01822 0.1143 0.0419 0.0580
C 1.66849 0.46832 -1.77958 0.3058 0.0560 -0.0869
C 2.87853 0.87106 -2.34142 0.3288 0.2788 0.1246
C 3.72783 1.67640 -1.61289 -0.4932 -0.2585 -0.0655
C 3.33762 2.05587 -0.33265 -0.0278 0.0303 0.1735
C 2.14576 1.58058 0.16778 0.5282 0.3158 0.0580
N 1.31338 0.78734 -0.52053 2.2203 0.6230 -1.0933
H 1.11703 -0.59532 -3.41756 -0.0706 0.1999 0.2851
H 0.11415 -2.23813 -4.25605 -0.0056 -0.0133 -0.1132
H 0.52197 -4.56961 -4.91291 -0.0049 -0.0663 -0.0483
H 0.22411 -6.38146 -3.26003 0.0299 -0.1166 -0.0151
H -0.43980 -5.85033 -0.94578 0.0099 -0.1083 0.0861
H -0.75694 -3.48628 -0.26321 0.0268 -0.0284 0.0986
H -1.20610 1.46687 -3.17016 0.0516 -0.0478 -0.1225
H -3.21712 2.15977 -4.39986 0.0001 0.1285 -0.0449
H -5.07696 0.56636 -4.73690 -0.0455 0.0400 -0.0848
H -4.91148 -1.72493 -3.85519 -0.1061 -0.0809 -0.0260
H -2.90797 -2.42266 -2.59348 -0.0239 -0.0633 -0.0756
H 3.12367 0.56260 -3.34567 0.0135 -0.0413 -0.0877
H 4.66287 2.00816 -2.03453 0.1044 0.0467 -0.0402
H 3.94905 2.71349 0.26368 0.0423 -0.0024 0.1133
H 1.81920 1.84250 1.16715 0.0126 -0.0088 -0.0209
C 3.59899 -4.58928 1.88157 0.0598 -0.2005 -0.1267
N 3.49621 -3.18949 2.16132 -0.2430 0.3206 0.2450
C 3.97476 -2.59033 3.39082 0.1581 0.0086 0.1628
C 3.44605 -1.14781 3.30152 0.0517 0.1991 0.2551
N 2.97726 -1.05372 1.92898 0.2464 -0.0211 0.1566
C 2.93464 -2.28081 1.34730 0.2375 0.2472 -0.1442
S 2.35822 -2.56140 -0.17448 -0.2177 -0.2214 -0.6042
H 4.62057 -4.86999 1.61134 0.0162 -0.0383 -0.0025
H 2.93636 -4.81193 1.04462 0.0939 -0.0391 0.0747
H 3.29445 -5.16619 2.75756 -0.0064 0.0265 -0.0052
H 5.07180 -2.62065 3.42980 -0.1207 -0.0125 0.0255
H 3.58517 -3.12329 4.26446 0.0466 0.0168 -0.0808
H 4.24141 -0.41572 3.47319 -0.1224 -0.1109 0.1112
H 2.63084 -0.97097 4.01106 0.1406 -0.0092 -0.1238
H 2.21373 -0.42417 1.71113 0.1244 -0.2853 -0.0152
O -2.80300 3.57779 -1.92017 0.1800 0.0609 0.2856
S -1.44324 3.58534 -1.45540 -0.1241 0.3477 -0.5920
O -0.41261 3.72070 -2.45194 -0.0250 0.0772 0.2359
N -1.12290 2.27558 -0.52436 -0.2715 0.6083 -0.6108
C -0.84281 2.62560 0.71282 -0.0373 0.9486 0.4966
O -0.48786 1.76662 1.54281 0.2005 0.4044 0.8827
C -0.91951 4.06735 1.00203 0.0572 0.6685 0.2341
C -0.68010 4.69976 2.21486 -0.0747 -0.2152 -0.2880
C -0.78451 6.08031 2.25411 0.0107 0.0664 0.0796
C -1.11935 6.80741 1.11800 0.0004 -0.1659 -0.0959
C -1.34829 6.16674 -0.09761 -0.0552 0.1998 -0.2114
C -1.23596 4.79633 -0.13541 0.0777 -0.8840 0.2804
H -0.42641 4.12351 3.09369 0.0039 -0.0486 0.0037
H -0.60033 6.59722 3.18403 -0.0107 0.0767 0.0615
H -1.19960 7.88325 1.18309 -0.0047 0.0346 -0.0554
H -1.60033 6.73119 -0.98228 -0.0293 0.0516 -0.0749
```
Forces are in eV/Å.

Atom charges from the Löwdin analysis, given in e for atoms 1 to 6: atom 1 (V): 0.16, atom 2 (Cl): 0.84, atom 3 (C): -0.63, atom 4 (C): -0.10, atom 5 (C): -0.09, atom 6 (C): -0.11

# 2
Entry from the Open Molecules 2025 dataset: a structure of composition C23H46Br4Ca2ClF3N2NaO9P in a non-equilibrium geometry (wB97M-V/def2-TZVPD).

Properties
Multiplicity: 1
Total charge: 0
HOMO-LUMO gap, eV: 2.8
HOMO, eV: -6.00
Largest force on an atom, eV Å⁻¹: 7.20

Geometry as XYZ:
```
92
Properties=species:S:1:pos:R:3:forces:R:3
C 5.23155 -0.61507 -0.56765 -0.1156 0.3792 0.0839
C 4.69441 0.84676 -0.62322 1.2915 -0.9435 -0.1082
O 3.33890 0.95788 -1.05826 -0.2266 0.2978 0.4606
C 2.48230 0.76571 0.04454 -0.3120 -0.1230 -0.8989
C 1.07396 1.18231 -0.45996 0.2471 0.1324 0.6441
P -0.13592 1.29319 0.93715 1.4712 -0.3377 -1.4305
C 0.15281 -0.15558 1.99782 -0.6100 0.0373 1.1485
C -1.17658 -0.91620 2.04929 -0.0838 -1.3140 0.2952
N -1.57145 -1.33754 0.71002 0.2920 -0.4573 0.5938
C -2.95255 -1.90476 0.68210 -1.1940 1.1246 0.4314
C -3.59022 -1.79012 -0.73601 0.2193 0.5834 2.0398
C -0.55002 -2.15141 0.09991 -1.5647 1.2886 -2.9668
C -0.25148 -1.83527 -1.37892 -0.6337 0.6073 0.1977
O 0.02118 -3.00840 0.63205 2.4863 -1.6296 2.3395
C -1.84711 1.15034 0.24600 0.6848 0.9380 -0.5532
C -2.51084 2.35275 -0.41168 -2.1250 -0.3499 0.4835
C -3.82394 1.77598 -1.06323 1.3182 -0.1566 -0.2145
Br -1.48930 3.17835 -1.86862 -0.0117 -1.8739 0.3755
C 0.24086 2.83822 1.88769 -0.3241 0.6120 0.3617
Cl 0.90751 4.17600 0.84323 -0.6211 -0.6270 -0.0105
C -0.92280 3.36538 2.76170 0.0959 0.2507 1.0326
C -0.91395 2.70233 4.18056 0.0627 -0.2153 -0.9785
H 5.98009 -0.67154 0.23854 -0.3717 -0.1423 -0.1750
H 4.42054 -1.33828 -0.38821 0.3523 0.1433 0.0715
H 5.75744 -0.89876 -1.49043 -0.3753 0.0838 0.1570
H 5.31859 1.37376 -1.35551 -0.4350 0.1504 0.2690
H 4.85278 1.34854 0.35552 -0.4661 -0.5469 -0.8164
H 2.81031 1.39940 0.88842 -0.0765 -0.3797 0.0087
H 2.48850 -0.31410 0.26200 -0.0651 0.3412 0.5872
H 1.20791 2.16180 -0.93584 -0.2970 -0.2991 0.0458
H 0.71955 0.42275 -1.17093 0.2079 0.7210 0.2860
H 0.97626 -0.81255 1.69059 -0.2363 0.4205 -0.3563
H 0.41361 0.17257 3.02086 -0.0888 0.0654 -0.4082
H -1.08600 -1.80505 2.70529 -0.0408 0.5711 0.0666
H -1.97349 -0.24692 2.42094 0.2904 -0.5128 0.2932
H -3.04832 -3.00419 1.09662 0.2765 2.1045 -0.8364
H -3.55745 -1.24701 1.35910 0.4137 0.0131 -0.2477
H -3.20087 -0.86296 -1.24512 0.2161 -0.7196 -0.0202
H -4.73253 -1.70249 -0.59583 2.2563 -0.0833 -0.0992
H -3.32617 -2.69547 -1.29536 -0.3397 0.3970 -0.1238
H -1.05454 -2.21756 -2.02995 0.3280 -0.2197 0.3016
H -0.25804 -0.73898 -1.53303 -0.1351 -0.8013 -0.1423
H 0.72534 -2.24463 -1.65507 -0.3344 -0.0131 -0.0086
H -2.48174 0.71169 1.03625 -0.0920 0.5653 -0.5705
H -1.77126 0.37914 -0.53867 0.2960 0.3891 0.6498
H -2.85207 3.12941 0.28213 0.6106 0.1102 -0.2910
H -3.55014 0.69497 -1.34545 0.7354 1.9033 1.1300
H -4.67960 1.71848 -0.33308 0.6081 0.3021 -0.5327
H -4.04855 2.34485 -2.01937 -0.2125 -0.1853 1.0635
H 1.06598 2.59465 2.57888 -0.0748 -0.0516 -0.4814
H -0.78438 4.44456 2.93079 0.1490 -0.3576 -0.3573
H -1.91784 3.25582 2.30809 0.3212 -0.0579 -0.0849
H 0.12440 2.50137 4.48084 -0.3259 0.0810 0.0829
H -1.36714 3.36904 4.92259 -0.0352 -0.3395 -0.2228
H -1.45389 1.74597 4.11121 0.1398 0.2493 0.4471
C 4.00129 4.45254 2.37801 -0.4911 1.0372 0.7523
C 4.49912 4.15159 3.76966 -0.8143 -1.1857 -1.9946
C 6.01229 4.51191 3.88466 1.5749 0.9332 0.7372
O 4.38070 2.84839 3.99073 0.0051 0.2203 0.8836
H 4.58421 3.82342 1.52270 -1.1351 0.8045 1.2323
H 2.93878 4.21838 2.29200 0.2241 -0.2650 0.1294
H 4.12810 5.51170 2.13130 0.1916 -0.1070 -0.2602
H 3.97734 4.86749 4.44377 0.1995 -0.2519 0.5644
H 6.61557 3.94183 3.18424 -0.3968 -0.2480 -0.0952
H 6.37994 4.31467 4.89339 -0.3304 -0.3107 0.0546
H 6.17090 5.57590 3.67152 -0.3164 -0.0118 -0.1234
Na -1.18147 5.57166 -2.19580 -0.0370 1.5825 -0.2288
N -5.23927 5.52238 -3.02427 -0.2916 1.2266 3.4145
O -6.35553 5.50808 -3.64210 -1.3801 -1.3345 1.6837
O -5.20002 5.68095 -1.83025 0.1723 -0.7077 0.4078
O -4.15651 5.35849 -3.69826 1.7971 -1.4799 1.6804
Ca -5.10206 0.31187 -2.41165 -2.3195 -2.7171 -1.2480
Br -2.35609 -4.64763 0.27062 -0.0360 -2.0067 -0.2927
C -0.98082 -6.29625 -2.27496 -0.1445 -0.1022 -0.5800
C -0.55572 -7.71694 -2.57680 0.4300 0.4812 0.5305
O -1.50449 -8.36906 -3.44768 -0.1803 -0.3922 -0.1882
C -1.37869 -8.11605 -4.73841 0.3254 0.1406 0.8770
O -0.55995 -7.40011 -5.22865 0.0770 0.1185 -0.6461
C -2.41804 -8.91323 -5.53249 -0.7982 -0.4605 -0.5493
F -3.63214 -8.85996 -4.97179 0.1429 0.1266 0.1446
F -2.07662 -10.21145 -5.61008 0.2284 0.1372 0.1410
F -2.54378 -8.46368 -6.78364 0.2665 0.1530 0.1432
H -1.98895 -6.27586 -1.86988 0.1068 -0.0112 0.1841
H -0.30590 -5.83727 -1.55537 -0.0798 -0.0658 0.0850
H -0.98701 -5.68801 -3.18265 0.1381 -0.0448 -0.0244
H -0.53469 -8.29785 -1.65629 -0.2470 -0.1681 -0.1366
H 0.44645 -7.75608 -3.00637 -0.1457 -0.0680 -0.2443
Br 5.95062 3.40315 0.61130 1.9956 0.0269 -1.1763
Ca -5.24974 6.06049 -5.17261 -0.0215 1.9999 -6.9203
O 7.36707 2.36870 5.97503 -0.3187 0.3188 -0.3777
H 6.71529 1.86220 5.47085 -0.0411 -0.1082 0.0377
Br -5.98480 -2.85557 -1.74112 -1.8960 0.6149 -1.6091
```
Forces are in eV/Å.

Atom charges from the Löwdin analysis, given in e for atoms 1 to 6: atom 1 (C): -0.06, atom 2 (C): -0.34, atom 3 (O): -0.15, atom 4 (C): -0.25, atom 5 (C): -0.25, atom 6 (P): 1.09

# 3
Entry from the Open Molecules 2025 dataset: the molecule C5H10O2 in a non-equilibrium geometry (wB97M-V/def2-TZVPD).

Properties
Multiplicity: 1
Total charge: 0
HOMO-LUMO gap, eV: 10.8
HOMO, eV: -9.87
SMILES: C[C@@H]1[C@H](O)C[C@@H]1O
Largest force on an atom, eV Å⁻¹: 3.29
Energy relative to the best compared isomer or geometry (same formula, charge and spin), kcal per mole: 72.32

Geometry as XYZ:
```
17
Properties=species:S:1:pos:R:3:forces:R:3
C 0.50598 0.99743 -1.29531 0.0366 0.0388 -0.1103
C -0.01908 0.88394 0.12201 0.2784 0.0444 -0.1076
C 0.78987 -0.07944 1.04957 1.1434 -0.2176 -0.4122
O 1.89535 -0.91355 0.44822 0.5861 1.4629 0.4683
C -0.36900 -1.06077 0.99372 0.5194 -0.6380 -0.3812
C -1.26876 -0.02918 0.27233 0.3871 -0.0083 0.2109
O -1.85949 -0.39252 -0.95886 -0.0750 -0.2397 0.0046
H 1.45783 1.54003 -1.31462 -0.1162 -0.0718 -0.0278
H -0.21174 1.52365 -1.92838 0.0966 -0.0159 0.0556
H 0.64188 0.00630 -1.73928 -0.0107 0.1498 -0.0164
H -0.16554 1.88310 0.55299 0.1193 -0.2678 -0.0251
H 1.22023 0.30831 1.97245 -0.2565 0.0857 -0.0882
H 2.14475 -0.66547 -0.45434 -0.2340 0.4052 0.3531
H -0.74681 -1.62404 1.85711 0.2515 0.1794 -0.2466
H 0.39696 -1.63322 0.32369 -3.1896 -0.6991 0.4166
H -2.03836 0.45072 0.90722 0.3971 -0.3456 -0.0014
H -2.37407 -1.19526 -0.80851 0.0666 0.1375 -0.0923
```
Forces are in eV/Å.

Atom charges from the Löwdin analysis, given in e for atoms 1 to 6: atom 1 (C): -0.07, atom 2 (C): -0.25, atom 3 (C): -0.26, atom 4 (O): -0.10, atom 5 (C): -0.07, atom 6 (C): -0.33